Computed, not measured: a cluster of 9 separate species, C40H63F21O20 in total, with wB97M-V/def2-TZVPD.

Geometry (Å):
C1 -2.346 5.799 -2.454
C2 -2.267 6.053 -4.020
O1 -2.224 4.757 -4.594
C3 -3.383 4.189 -5.042
O2 -4.448 4.745 -5.062
C4 -3.204 2.739 -5.520
F1 -4.041 1.932 -4.773
F2 -3.410 2.639 -6.881
F3 -1.975 2.273 -5.261
H1 -3.323 5.508 -2.069
H2 -2.097 6.726 -1.939
H3 -1.656 5.025 -2.116
H4 -1.329 6.588 -4.168
H5 -3.146 6.572 -4.402
C5 -2.600 -5.640 -4.817
C6 -1.273 -5.326 -5.547
O3 -0.172 -4.945 -4.670
C7 0.223 -5.827 -3.722
O4 0.037 -7.052 -3.861
C8 1.033 -5.242 -2.576
F4 2.367 -5.393 -2.755
F5 0.699 -3.967 -2.327
F6 0.869 -5.965 -1.445
H6 -3.344 -5.892 -5.573
H7 -3.034 -4.872 -4.177
H8 -2.509 -6.458 -4.103
H9 -1.440 -4.500 -6.239
H10 -0.890 -6.107 -6.204
C9 4.710 -7.777 4.552
C10 5.221 -7.075 3.293
O5 4.299 -6.113 2.854
C11 4.642 -5.323 1.854
O6 5.542 -5.625 1.075
C12 3.852 -4.002 1.663
F7 4.604 -2.876 1.958
F8 3.352 -3.902 0.419
F9 2.800 -4.006 2.494
H11 3.863 -8.461 4.497
H12 4.627 -7.099 5.401
H13 5.538 -8.318 5.011
H14 5.409 -7.794 2.495
H15 6.133 -6.521 3.516
C13 2.033 6.442 1.132
C14 0.983 5.625 0.440
O7 0.460 4.709 1.430
C15 -0.785 4.250 1.248
O8 -1.445 4.418 0.224
C16 -1.379 3.401 2.474
F10 -0.869 2.127 2.416
F11 -1.158 3.915 3.659
F12 -2.719 3.354 2.388
H16 2.936 5.841 1.232
H17 1.683 6.779 2.108
H18 2.348 7.350 0.617
H19 1.360 4.977 -0.351
H20 0.200 6.270 0.039
C17 -0.713 -4.301 1.310
C18 -0.585 -5.680 2.042
O9 -1.392 -6.554 1.369
C19 -1.701 -7.758 1.830
O10 -1.272 -8.215 2.881
C20 -2.690 -8.589 0.995
F13 -2.561 -8.125 -0.320
F14 -2.378 -9.906 0.928
F15 -3.962 -8.322 1.350
H21 0.122 -4.033 0.663
H22 -0.827 -3.587 2.125
H23 -1.625 -4.206 0.721
H24 -0.874 -5.523 3.081
H25 0.458 -5.987 2.120
C21 -11.004 -0.401 0.952
C22 -9.974 -1.624 0.939
O11 -8.665 -1.244 0.419
C23 -8.028 -1.980 -0.497
O12 -8.453 -3.062 -0.890
C24 -6.664 -1.391 -1.047
F16 -5.865 -2.401 -1.489
F17 -6.927 -0.570 -1.949
F18 -6.067 -0.781 -0.069
H26 -11.794 -0.835 1.563
H27 -11.463 -0.172 -0.010
H28 -10.670 0.471 1.515
H29 -10.567 -2.250 0.273
H30 -9.979 -2.092 1.924
C25 0.403 2.771 -2.258
C26 1.288 2.104 -3.332
O13 2.592 2.582 -3.502
C27 3.578 2.352 -2.518
O14 3.541 1.883 -1.371
C28 5.033 2.600 -2.981
F19 4.970 3.623 -3.833
F20 5.826 2.828 -1.857
F21 5.606 1.540 -3.586
H31 0.962 2.697 -1.325
H32 -0.507 2.225 -2.012
H33 0.189 3.839 -2.305
H34 0.882 2.024 -4.341
H35 1.259 1.064 -3.007
C29 2.551 -0.245 2.401
O15 1.881 -1.036 1.402
C30 1.094 -0.228 0.532
C31 0.145 -1.157 -0.318
O16 -0.312 -0.429 -1.383
C32 -1.419 -1.144 -2.027
C33 -2.749 -0.313 -2.225
O17 -3.297 0.054 -0.959
C34 -2.872 1.195 -0.245
H36 1.851 0.455 2.857
H37 3.317 0.283 1.834
H38 3.096 -0.886 3.093
H39 1.767 0.362 -0.090
H40 0.355 0.391 1.040
H41 -0.589 -1.574 0.372
H42 0.753 -1.977 -0.700
H43 -1.935 -1.925 -1.469
H44 -1.037 -1.576 -2.952
H45 -3.477 -1.046 -2.573
H46 -2.746 0.566 -2.869
H47 -3.284 2.040 -0.796
H48 -1.793 1.221 -0.090
H49 -3.445 1.366 0.665
C35 6.874 5.318 0.124
O18 5.851 5.390 1.079
C36 6.101 6.156 2.214
C37 4.843 6.410 3.085
O19 4.292 5.170 3.359
C38 3.224 5.249 4.302
C39 2.616 3.877 4.659
O20 3.485 2.928 5.375
C40 2.977 1.598 5.585
H50 6.616 5.072 -0.906
H51 7.583 4.537 0.397
H52 7.475 6.228 0.130
H53 6.568 7.081 1.875
H54 6.845 5.717 2.879
H55 4.093 7.100 2.698
H56 5.163 6.954 3.974
H57 2.436 5.905 3.934
H58 3.572 5.659 5.250
H59 1.953 3.458 3.902
H60 1.843 4.231 5.341
H61 3.874 1.046 5.868
H62 2.700 1.145 4.632
H63 2.299 1.426 6.420

Computed properties:
SMILES ... CCOC(=O)C(F)(F)F.CCOC(=O)C(F)(F)F.CCOC(=O)C(F)(F)F.CCOC(=O)C(F)(F)F.CCOC(=O)C(F)(F)F.CCOC(=O)C(F)(F)F.CCOC(=O)C(F)(F)F.COCCOCCOC.COCCOCCOC
Charge ... 0
HOMO-LUMO gap ... 9.9 eV

---

Computed, not measured: a structure of composition C40H64BN8O5S4Sn, with wB97M-V/def2-TZVPD.

Geometry (Å):
Sn1 -1.049 0.453 0.656
C1 -4.066 -1.001 1.572
C2 -4.107 -0.077 2.788
O1 -3.005 0.798 2.742
C3 -2.695 1.371 3.987
C4 -1.336 2.082 3.935
O2 -0.319 1.376 3.265
C5 0.477 0.500 4.020
C6 -0.215 -0.813 4.388
O3 -0.812 -1.337 3.230
C7 -1.772 -2.329 3.488
C8 -2.477 -2.701 2.178
O4 -2.819 -1.609 1.360
H1 -4.230 -0.402 0.673
H2 -4.854 -1.758 1.665
H3 -4.073 -0.669 3.712
H4 -5.051 0.487 2.782
H5 -2.685 0.583 4.755
H6 -3.467 2.104 4.272
H7 -1.036 2.327 4.963
H8 -1.436 3.006 3.363
H9 0.829 0.990 4.937
H10 1.327 0.280 3.371
H11 -0.976 -0.645 5.166
H12 0.529 -1.514 4.796
H13 -2.491 -1.962 4.238
H14 -1.293 -3.231 3.901
H15 -3.363 -3.307 2.407
H16 -1.780 -3.285 1.575
C9 -3.984 -1.684 -2.696
C10 -2.799 -1.719 -3.656
C11 -1.886 -2.895 -3.303
C12 -3.341 -1.860 -5.086
N1 -1.973 -0.500 -3.602
C13 -1.026 -0.270 -4.571
C14 -0.430 0.907 -4.294
N2 -0.991 1.410 -3.157
B1 -0.575 2.810 -2.678
N3 -1.707 3.506 -1.903
C15 -2.723 4.106 -2.596
C16 -3.492 4.776 -1.717
N4 -2.950 4.605 -0.468
C17 -1.877 3.789 -0.601
S1 -0.893 3.161 0.651
C18 -3.539 5.308 0.682
C19 -3.841 6.752 0.255
C20 -2.601 5.357 1.883
C21 -4.833 4.586 1.062
N5 0.745 2.803 -1.882
C22 1.453 3.960 -1.728
C23 2.575 3.678 -1.038
N6 2.572 2.332 -0.757
C24 1.432 1.823 -1.277
S2 0.900 0.208 -1.197
C25 3.730 1.707 -0.100
C26 4.002 2.459 1.210
C27 4.911 1.826 -1.074
C28 3.532 0.232 0.235
C29 -1.908 0.528 -2.729
S3 -2.812 0.726 -1.283
H17 -4.589 -2.572 -2.866
H18 -4.601 -0.805 -2.866
H19 -3.654 -1.691 -1.662
H20 -2.450 -3.822 -3.349
H21 -1.501 -2.773 -2.292
H22 -1.053 -2.965 -4.000
H23 -4.088 -2.649 -5.110
H24 -2.565 -2.127 -5.797
H25 -3.814 -0.936 -5.410
H26 -0.849 -0.946 -5.378
H27 0.348 1.429 -4.810
H28 -0.383 3.464 -3.657
H29 -2.816 4.020 -3.657
H30 -4.369 5.363 -1.881
H31 -2.988 7.182 -0.264
H32 -4.042 7.353 1.135
H33 -4.716 6.818 -0.386
H34 -1.605 5.673 1.585
H35 -2.529 4.381 2.350
H36 -2.988 6.061 2.613
H37 -5.521 4.543 0.222
H38 -5.317 5.117 1.877
H39 -4.614 3.567 1.375
H40 1.091 4.890 -2.112
H41 3.363 4.332 -0.735
H42 4.338 3.477 1.039
H43 4.778 1.941 1.767
H44 3.098 2.492 1.817
H45 5.138 2.861 -1.309
H46 4.673 1.309 -2.002
H47 5.799 1.371 -0.645
H48 2.664 0.082 0.875
H49 4.417 -0.126 0.756
H50 3.396 -0.358 -0.667
C30 4.184 -5.171 2.326
C31 3.752 -3.714 2.453
C32 2.402 -3.450 1.797
N7 2.543 -3.485 0.359
C33 1.568 -3.135 -0.474
S4 0.066 -2.691 0.073
N8 1.761 -3.197 -1.833
C34 2.715 -3.792 -2.641
O5 2.474 -3.938 -3.815
C35 4.009 -4.204 -2.018
C36 4.371 -5.547 -1.978
C37 5.600 -5.915 -1.457
C38 6.486 -4.949 -1.006
C39 6.137 -3.610 -1.065
C40 4.904 -3.233 -1.567
H51 5.145 -5.323 2.810
H52 4.280 -5.474 1.285
H53 3.458 -5.824 2.805
H54 4.499 -3.063 1.993
H55 3.686 -3.450 3.509
H56 2.006 -2.469 2.086
H57 1.667 -4.200 2.114
H58 3.404 -3.862 -0.013
H59 0.949 -2.871 -2.352
H60 3.688 -6.296 -2.348
H61 5.869 -6.958 -1.409
H62 7.448 -5.240 -0.613
H63 6.827 -2.855 -0.722
H64 4.629 -2.190 -1.621

Computed properties:
Charge ... +1
HOMO-LUMO gap ... 7.4 eV

---

The highest charge belongs to which entry?
C40H64BN8O5S4Sn